No. 1
A 3-piece molecular cluster, C29H51ClF6N3O3SSi overall in a non-equilibrium geometry, computed with ωB97M-V with the def2-TZVPD basis set.

The geometry in XYZ format:
```
95
Properties=species:S:1:pos:R:3
C 1.587 0.051 4.751
C 1.954 -0.226 3.462
N 1.520 -1.431 2.899
C 0.147 -1.655 3.080
N -0.204 -2.602 3.884
C -1.561 -3.088 4.129
C -1.949 -4.257 3.193
C -2.161 -5.554 3.977
C -0.884 -6.165 4.561
C 0.118 -6.630 3.505
C 1.395 -7.166 4.168
N -0.774 -0.957 2.340
S -1.556 0.187 3.430
C -0.202 -0.221 1.147
C -1.387 0.081 0.225
O -1.725 1.467 0.461
C -2.964 1.848 0.094
F -3.476 1.096 -0.884
F -2.930 3.111 -0.305
F -3.815 1.775 1.136
C 1.001 -0.905 0.475
Cl 0.405 -2.152 -0.719
Si 1.998 0.369 -0.628
C 2.954 1.599 0.426
C 3.110 -0.530 -1.845
C 0.861 1.401 -1.691
C 1.859 -1.726 1.491
C 3.366 -1.720 1.272
C 4.045 -2.737 2.214
C 3.714 -4.155 1.880
F 3.354 -4.937 2.926
C 3.725 -4.702 0.676
F 4.455 -4.206 -0.312
F 3.010 -5.737 0.294
H 1.826 -0.697 5.504
H 1.053 0.944 5.047
H 2.691 0.364 2.922
H 0.553 -3.069 4.368
H -2.285 -2.286 4.046
H -1.590 -3.438 5.160
H -2.906 -4.002 2.737
H -1.219 -4.371 2.391
H -2.709 -6.287 3.382
H -2.817 -5.302 4.818
H -0.407 -5.439 5.234
H -1.165 -7.031 5.164
H -0.352 -7.402 2.893
H 0.424 -5.794 2.869
H 1.166 -7.760 5.054
H 1.972 -7.759 3.462
H 2.007 -6.324 4.495
H -2.837 -0.100 3.137
H 0.143 0.750 1.519
H -1.174 -0.051 -0.829
H -2.236 -0.528 0.537
H 2.419 1.909 1.325
H 3.974 1.289 0.653
H 3.038 2.494 -0.197
H 3.010 -1.613 -1.788
H 4.153 -0.287 -1.626
H 2.887 -0.213 -2.862
H 0.215 0.782 -2.316
H 1.525 1.909 -2.396
H 0.280 2.147 -1.148
H 1.571 -2.773 1.357
H 3.576 -2.067 0.264
H 3.832 -0.757 1.471
H 5.123 -2.594 2.078
H 3.855 -2.537 3.266
C -2.904 3.400 -4.722
C -2.507 2.657 -5.994
C -1.104 2.182 -5.645
O -1.088 1.969 -4.227
C -2.263 2.537 -3.645
H -3.980 3.506 -4.593
H -2.457 4.397 -4.724
H -3.168 1.802 -6.152
H -2.531 3.275 -6.889
H -0.357 2.943 -5.890
H -0.831 1.253 -6.147
H -2.930 1.724 -3.342
H -1.982 3.106 -2.756
C -1.653 8.554 -3.948
C -2.047 8.749 -5.410
C -1.189 7.700 -6.103
O -1.030 6.625 -5.170
C -1.477 7.043 -3.878
H -2.393 8.925 -3.241
H -0.705 9.055 -3.744
H -3.106 8.521 -5.546
H -1.866 9.755 -5.784
H -0.198 8.097 -6.348
H -1.641 7.313 -7.016
H -2.431 6.547 -3.663
H -0.749 6.733 -3.128
```

Output
net charge	+1
LUMO energy	-3.616	eV
calculated total energy	-89044.042	eV
gap between HOMO and LUMO	7.3	eV
E_HOMO	-10.90	eV



No. 2
C29H51EuNO2SSi2 as an isolated structure in a non-equilibrium geometry, computed with ωB97M-V with the def2-TZVPD basis set.

The geometry in XYZ format:
```
87
Properties=species:S:1:pos:R:3
O -1.127 -1.567 -1.357
O 1.285 0.738 -3.645
C -0.242 -2.704 -1.780
C -0.942 -4.050 -1.534
H 0.643 -2.577 -1.146
H 0.050 -2.623 -2.847
H -1.196 -4.150 -0.455
H -0.260 -4.858 -1.840
H -1.847 -4.166 -2.153
C -2.044 -1.016 -2.338
C -1.881 -1.460 -3.776
H -1.887 0.062 -2.282
H -3.038 -1.240 -1.917
H -0.930 -1.100 -4.199
H -2.669 -0.973 -4.354
H -1.965 -2.543 -3.955
C 0.529 1.998 -3.621
C 2.311 0.588 -4.755
C -0.586 2.048 -4.639
H 1.283 2.810 -3.802
H 0.132 2.124 -2.621
H -0.202 1.960 -5.656
H -1.111 3.004 -4.548
H -1.298 1.238 -4.498
C 1.841 0.819 -6.188
H 2.700 -0.432 -4.620
H 3.109 1.309 -4.485
H 1.007 0.170 -6.479
H 2.705 0.619 -6.840
H 1.587 1.848 -6.374
H 1.883 0.575 -2.588
Eu -0.799 -0.368 0.652
C 2.954 0.274 -1.603
Si 3.793 0.463 0.128
H 2.626 -0.775 -1.791
H 3.749 0.562 -2.345
C 5.520 -0.398 -0.057
C 3.055 -0.172 1.753
C 3.871 2.315 0.386
C -2.539 -1.834 1.418
Si -3.757 -0.438 1.262
H -2.362 -2.320 2.379
H -2.524 -2.679 0.686
C -5.244 -1.051 0.292
C -3.153 1.185 0.446
C -4.344 0.024 2.977
H 3.553 2.792 -0.552
H 4.841 2.750 0.651
H 3.176 2.659 1.150
H 5.517 -1.449 0.275
H 6.353 0.101 0.447
H 5.788 -0.448 -1.121
H 2.508 -1.130 1.669
H 2.293 0.506 2.128
H 3.747 -0.248 2.616
H -3.163 1.126 -0.652
H -2.227 1.715 0.744
H -3.953 1.882 0.723
H -5.152 0.774 2.916
H -3.522 0.409 3.601
H -4.741 -0.892 3.438
H -6.135 -0.455 0.523
H -5.434 -2.092 0.594
H -5.074 -1.042 -0.798
S -0.247 0.941 5.425
C 0.076 -0.796 5.499
C 0.193 -1.607 6.634
C 0.327 -3.001 6.470
C 0.280 -3.542 5.193
C 0.187 -2.748 4.060
C 0.160 -1.350 4.201
N 0.121 -0.399 3.165
C 0.016 0.859 3.657
C 0.060 2.056 2.818
C -0.036 3.388 3.348
C 0.086 4.467 2.490
C 0.169 4.289 1.112
C 0.145 2.984 0.583
C 0.157 1.871 1.438
H 0.188 -1.151 7.620
H 0.448 -3.659 7.327
H 0.303 -4.633 5.049
H 0.075 -3.142 3.049
H -0.203 3.515 4.402
H 0.102 5.483 2.890
H 0.228 5.160 0.424
H 0.104 2.816 -0.498
```

Output
LUMO energy (spin up / spin down)	0.195 / 0.194	eV
multiplicity	8
calculated total energy	-82400.614	eV
gap between HOMO and LUMO (spin up / spin down)	6.0 / 6.3	eV
E_HOMO (spin up / spin down)	-5.84 / -6.13	eV



No. 3
A 3-piece molecular cluster, C29H52BBr4F3N3O6 overall in a non-equilibrium geometry, computed with ωB97M-V with the def2-TZVPD basis set.

The geometry in XYZ format:
```
98
Properties=species:S:1:pos:R:3
C 5.043 1.048 1.138
C 3.635 1.625 1.531
Br 2.978 0.485 3.055
C 2.538 1.522 0.406
C 3.006 2.025 -0.998
Br 4.020 3.769 -0.689
O 3.887 1.202 -1.716
B 3.916 1.756 -3.104
C 4.338 0.571 -4.173
C 5.345 -0.378 -3.408
C 5.041 -1.789 -3.150
C 6.022 -2.574 -2.392
C 7.255 -1.925 -1.924
C 7.577 -0.531 -2.210
C 6.604 0.261 -2.967
O 2.718 2.574 -3.349
C 1.937 2.362 -2.138
C 1.192 3.777 -2.041
N 0.699 4.091 -0.678
C 0.850 1.299 -2.596
C 0.987 -0.166 -2.022
C -0.264 -0.614 -1.142
F 0.149 -1.773 -0.435
Br -0.806 0.695 0.214
C -1.470 -1.089 -2.059
F -1.686 -0.278 -3.149
F -2.655 -1.068 -1.320
Br -1.196 -2.916 -2.719
H 5.748 1.334 1.977
H 5.036 -0.079 1.137
H 5.475 1.486 0.207
H 3.700 2.657 1.959
H 1.690 2.198 0.715
H 2.139 0.477 0.413
H 4.870 2.502 -3.152
H 3.463 -0.084 -4.487
H 4.835 0.953 -5.103
H 4.080 -2.242 -3.504
H 5.811 -3.654 -2.181
H 7.988 -2.511 -1.318
H 8.505 -0.019 -1.874
H 6.778 1.335 -3.207
H 1.848 4.605 -2.424
H 0.304 3.729 -2.740
H 0.083 3.364 -0.310
H 0.155 4.958 -0.706
H 0.925 1.232 -3.717
H -0.193 1.691 -2.407
H 0.947 -0.865 -2.912
H 1.944 -0.397 -1.499
C -0.598 0.366 10.565
O -1.085 -0.587 9.637
C -1.725 -0.016 8.496
C -0.848 -0.112 7.253
N 0.298 0.790 7.325
C 1.361 0.513 6.351
C 1.979 -0.893 6.318
O 2.791 -1.212 7.441
C 2.079 -1.567 8.611
H -0.380 -0.158 11.497
H 0.334 0.820 10.217
H -1.336 1.146 10.767
H -2.057 1.010 8.684
H -2.621 -0.620 8.321
H -1.444 0.147 6.370
H -0.537 -1.157 7.156
H 0.700 0.741 8.251
H 2.165 1.224 6.564
H 0.984 0.758 5.354
H 2.653 -0.924 5.457
H 1.238 -1.681 6.138
H 1.178 -2.146 8.389
H 1.831 -0.673 9.187
H 2.733 -2.178 9.235
C -8.037 -2.303 -6.865
O -7.492 -2.983 -5.749
C -6.073 -3.131 -5.792
C -5.379 -2.184 -4.819
N -5.460 -0.795 -5.265
C -5.134 0.200 -4.238
C -5.909 0.179 -2.915
O -7.267 0.590 -3.010
C -8.151 -0.389 -3.522
H -9.114 -2.478 -6.870
H -7.879 -1.223 -6.790
H -7.619 -2.671 -7.805
H -5.682 -3.032 -6.808
H -5.869 -4.155 -5.463
H -4.323 -2.464 -4.733
H -5.848 -2.324 -3.841
H -6.396 -0.607 -5.598
H -5.294 1.179 -4.699
H -4.065 0.127 -4.019
H -5.432 0.913 -2.258
H -5.831 -0.779 -2.389
H -7.894 -1.397 -3.189
H -8.177 -0.338 -4.613
H -9.158 -0.158 -3.168
```

Output
net charge	-1
LUMO energy	1.863	eV
calculated total energy	-336669.174	eV
gap between HOMO and LUMO	6.5	eV
E_HOMO	-4.60	eV



No. 4
A 6-piece molecular cluster, C29H52Cl3IN2O11P overall in a non-equilibrium geometry, computed with ωB97M-V with the def2-TZVPD basis set.

The geometry in XYZ format:
```
99
Properties=species:S:1:pos:R:3
C 6.620 3.187 -0.359
C 7.747 2.067 -0.073
Cl 9.244 2.592 0.810
C 7.578 0.698 -0.480
Cl 8.841 -0.599 -0.164
C 6.205 0.402 -1.271
N 6.177 0.164 -2.708
C 4.745 0.000 -2.953
N 3.979 0.132 -1.739
P 2.203 0.005 -1.865
O 1.488 -0.330 -0.341
I 1.503 2.350 -2.349
C 4.832 0.392 -0.576
C 4.382 0.629 0.936
C 5.515 0.341 2.034
C 6.007 -1.196 2.016
Cl 4.700 0.623 3.689
H 5.788 3.039 0.431
H 6.140 3.095 -1.392
H 7.087 4.232 -0.303
H 6.927 0.139 -3.413
H 4.374 -0.173 -4.021
H 0.863 0.425 -0.175
H 4.031 1.715 1.027
H 3.483 -0.039 1.203
H 6.402 1.057 2.014
H 5.080 -1.859 2.117
H 6.539 -1.425 1.020
H 6.706 -1.373 2.914
O 0.319 6.010 -3.218
C -0.484 6.131 -2.317
O -0.217 6.945 -1.280
C -1.168 7.301 -0.264
C -1.208 6.257 0.833
C -1.745 5.311 -2.294
H -2.153 7.494 -0.698
H -0.826 8.250 0.156
H -1.532 5.285 0.452
H -1.892 6.560 1.630
H -0.212 6.114 1.259
H -1.526 4.327 -1.877
H -2.101 5.199 -3.320
H -2.559 5.771 -1.738
O -2.824 2.127 -0.231
C -2.895 0.971 0.137
O -1.944 0.083 -0.223
C -1.835 -1.249 0.307
C -2.726 -2.209 -0.453
C -4.081 0.480 0.917
H -2.026 -1.261 1.383
H -0.792 -1.547 0.175
H -3.780 -1.938 -0.361
H -2.598 -3.229 -0.083
H -2.486 -2.188 -1.520
H -4.890 0.241 0.226
H -4.404 1.278 1.590
H -3.868 -0.388 1.551
O -4.706 -1.483 2.551
C -4.766 -2.641 2.916
O -3.809 -3.512 2.550
C -3.683 -4.845 3.073
C -4.566 -5.812 2.311
C -5.945 -3.142 3.699
H -3.870 -4.864 4.150
H -2.638 -5.129 2.937
H -5.623 -5.554 2.408
H -4.425 -6.832 2.676
H -4.330 -5.783 1.244
H -6.756 -3.386 3.009
H -6.272 -2.349 4.374
H -5.724 -4.003 4.326
O -9.025 -4.570 2.351
C -9.825 -4.456 3.253
O -9.561 -3.642 4.292
C -10.510 -3.292 5.312
C -10.540 -4.337 6.408
C -11.080 -5.284 3.278
H -11.497 -3.104 4.882
H -10.172 -2.342 5.731
H -10.859 -5.310 6.028
H -11.222 -4.038 7.207
H -9.541 -4.475 6.830
H -10.852 -6.267 3.692
H -11.438 -5.398 2.253
H -11.896 -4.831 3.837
O 6.045 0.220 -6.414
C 6.999 0.951 -6.584
O 7.964 0.611 -7.452
C 9.032 1.481 -7.863
C 10.184 1.428 -6.881
C 7.162 2.199 -5.763
H 8.668 2.498 -8.030
H 9.371 1.112 -8.833
H 9.885 1.776 -5.889
H 11.015 2.048 -7.227
H 10.537 0.401 -6.763
H 7.611 1.937 -4.803
H 6.173 2.630 -5.594
H 7.752 2.974 -6.245
```

Output
net charge	+1
energy above the lowest of the compared OMol25 structures with the same formula, charge and spin	116.8	kcal/mol
LUMO energy	-3.745	eV
calculated total energy	-111367.241	eV
gap between HOMO and LUMO	7.5	eV
E_HOMO	-11.27	eV